Record 1
Formula: C5H7N2
Source: OMol25
Level of theory: ωB97M-V/def2-TZVPD

Output
- energy relative to the best compared isomer or geometry (same formula, charge and spin) (kcal/mol) = 134.6
- M (g mol⁻¹) = 95.12
- E (a.u.) = -303.80443
- highest occupied orbital energy (eV) = -15.25
- net charge = +1
- E_LUMO (eV) = -6.23

CARTESIAN COORDINATES (ANGSTROEM)
C1 0.15 -1.87 -0.24
C2 -0.66 0.08 -0.59
C3 0.70 0.63 -0.45
C4 1.57 -0.63 0.74
C5 -1.80 0.80 -0.09
N1 -0.71 -1.27 -0.89
N2 1.01 -1.95 0.61
H1 1.25 0.23 -1.31
H2 0.79 1.64 -0.17
H3 2.61 -0.48 0.54
H4 1.35 -0.22 1.66
H5 -1.92 0.38 0.86
H6 -2.72 0.70 -0.65
H7 -1.63 1.98 -0.01

=====

Record 2
Formula: C5H7N2
Source: OMol25
Level of theory: ωB97M-V/def2-TZVPD

Output
- energy relative to the best compared isomer or geometry (same formula, charge and spin) (kcal/mol) = 163.5
- M (g mol⁻¹) = 95.12
- E (a.u.) = -303.75835
- highest occupied orbital energy (alpha / beta) (eV) = -15.50 / -15.50
- net charge = +1
- E_LUMO (alpha / beta) (eV) = -8.30 / -8.30

CARTESIAN COORDINATES (ANGSTROEM)
C1 2.72 0.83 -0.23
C2 3.05 -0.48 -0.19
C3 1.76 -0.96 0.23
C4 -1.21 0.71 -0.53
C5 -0.35 0.41 0.74
N1 1.59 1.33 -0.01
N2 0.97 0.23 0.31
H1 3.96 -0.97 -0.39
H2 1.45 -2.02 0.41
H3 -1.44 -0.05 -1.13
H4 -2.16 1.23 -0.25
H5 -0.70 1.51 -1.11
H6 -0.42 1.40 1.17
H7 -0.83 -0.30 1.40

=====

Record 3
Formula: C5H7N2
Source: OMol25
Level of theory: ωB97M-V/def2-TZVPD

Output
- energy relative to the best compared isomer or geometry (same formula, charge and spin) (kcal/mol) = 136.6
- SMILES string = CC1=[N+](CC#N)C1
- M (g mol⁻¹) = 95.12
- E (a.u.) = -303.80125
- highest occupied orbital energy (eV) = -16.35
- net charge = +1
- E_LUMO (eV) = -6.00

CARTESIAN COORDINATES (ANGSTROEM)
C1 0.87 1.68 -0.32
C2 0.73 0.23 -0.21
N1 0.15 -0.94 -0.52
C3 -1.31 -1.22 -0.35
C4 -1.76 0.05 0.10
N2 -1.66 1.15 0.34
C5 1.03 -0.91 0.63
H1 0.90 2.16 -1.30
H2 1.79 1.95 0.22
H3 0.01 1.87 0.23
H4 -1.46 -2.10 0.47
H5 -1.84 -1.54 -1.36
H6 1.90 -1.35 0.45
H7 0.65 -1.03 1.62

=====

Record 4
Formula: C5H7N2
Source: OMol25
Level of theory: ωB97M-V/def2-TZVPD

Output
- energy relative to the best compared isomer or geometry (same formula, charge and spin) (kcal/mol) = 161.5
- M (g mol⁻¹) = 95.12
- E (a.u.) = -303.76155
- highest occupied orbital energy (alpha / beta) (eV) = -13.07 / -13.08
- net charge = +1
- E_LUMO (alpha / beta) (eV) = -5.47 / -5.47

CARTESIAN COORDINATES (ANGSTROEM)
C1 0.56 0.70 -3.37
C2 0.39 0.67 -2.19
C3 0.17 0.57 1.78
C4 -0.09 -1.24 0.45
C5 -0.75 -0.04 -0.17
N1 0.59 -0.66 1.60
N2 -0.73 0.98 0.83
H1 1.12 0.70 -4.23
H2 0.45 1.05 2.68
H3 -0.95 -1.76 0.92
H4 0.53 -1.86 -0.26
H5 -1.48 0.01 -1.01
H6 1.43 -0.94 2.17
H7 -1.23 1.81 0.80